(1)
Formula: C5H13BCuNO2
Source: OMol25
Level of theory: ωB97M-V with the def2-TZVPD basis set

Geometry as XYZ:
```
23
Properties=species:S:1:pos:R:3:forces:R:3:mulliken_charge:R:1
H 3.481086 1.007887 0.992811 0.3 -0.1 0.0 0.30
O 1.678632 1.726825 0.411805 -0.5 -0.7 -0.3 -0.38
Cu 0.781568 -2.843695 1.543478 -0.1 0.4 0.0 0.62
H -0.894728 -1.042055 0.526355 -0.3 0.2 0.3 0.11
H -1.232810 -1.037700 -2.460829 0.3 0.1 -0.1 0.33
H 2.751064 0.153311 -0.367309 0.0 -0.2 -0.2 0.29
O 0.659484 0.374747 1.962398 0.0 -0.6 -0.1 -0.55
H -1.595921 1.361534 -0.084245 -0.2 0.2 0.3 0.55
H 2.442810 -0.402806 2.532070 0.2 -0.5 0.1 0.55
B 0.424889 1.382979 0.983775 1.2 1.0 0.8 0.38
C -0.698521 -0.545886 -0.429058 0.7 -0.2 0.0 0.12
C 1.861909 -0.267958 1.630596 -1.0 0.8 0.6 0.17
N -2.932504 -0.204949 -1.483620 0.1 -0.1 0.0 -0.62
H -0.272576 1.386094 -1.230319 0.4 0.4 -0.1 0.33
H -3.528932 -0.549228 -2.228427 -0.1 0.0 0.2 0.26
H -0.197231 2.329925 1.466265 -0.2 0.0 -0.3 0.04
C 2.551388 0.621171 0.587391 0.2 0.6 0.3 -0.48
H 0.272677 -0.903308 -0.773444 0.3 -0.2 0.0 0.16
H -1.998587 -2.018760 -1.248414 0.0 -0.4 0.0 0.34
C -0.620947 0.962169 -0.302261 -1.2 -0.5 -0.5 -0.92
H 1.513197 -1.246320 1.179481 0.5 -0.6 -0.4 -0.17
H -2.740597 0.759257 -1.728623 0.0 0.0 0.0 0.24
C -1.705352 -1.003234 -1.479877 -0.6 0.3 -0.3 -0.71
```
Positions in Å, forces in eV/Å.

The expectation value of S² is 0.7550. As for the HOMO-LUMO gap (spin up / spin down): 5.883 / 5.878 eV. The spin multiplicity is 2. As for the total charge: +1. For the HOMO energy (spin up / spin down), the calculation gives -12.50 / -12.50 eV.


(2)
Formula: C6H14N2O2
Source: OMol25
Level of theory: ωB97M-V with the def2-TZVPD basis set

Geometry as XYZ:
```
24
Properties=species:S:1:pos:R:3:forces:R:3:nbo_charge:R:1
H -2.321382 0.218885 3.316786 0.6 -0.8 0.4 0.24
H -2.503673 -1.429640 -0.836453 0.0 -0.1 0.7 0.23
C -2.778156 -0.062727 0.864542 0.8 1.6 -0.3 0.67
H 1.128448 -2.707041 -1.067212 -0.1 0.2 -0.2 0.25
H 1.666393 1.726155 -0.164743 -0.4 -0.1 0.7 0.22
H -1.761526 1.746911 2.909884 0.1 0.0 0.0 0.18
H 3.420973 0.039285 -1.630643 -0.2 -0.4 -0.4 0.39
H 2.777418 -2.486659 -0.707388 0.3 0.4 -0.2 0.24
H 2.180353 -2.192579 -2.390858 0.3 0.0 0.1 0.23
H -0.463752 0.644753 3.132366 0.0 -0.8 0.4 0.20
O 0.692797 -0.400733 -0.210537 -0.2 -0.1 -0.7 -0.65
C 2.366695 1.678000 -0.971080 0.1 0.3 0.5 -0.42
H 1.994350 2.417885 -1.678213 0.2 -0.4 -0.6 0.20
H -0.823368 0.713617 0.829648 -0.1 -0.7 -0.6 0.41
C -1.490234 0.680904 2.795082 -1.0 1.9 -1.0 -0.43
O -3.801596 -0.003885 1.522590 -0.2 -0.8 -0.1 -0.63
C 1.978062 -2.073381 -1.326336 -0.7 -0.8 -0.1 -0.72
N 2.479374 0.302574 -1.394729 0.1 0.3 -0.5 -0.61
C -2.682452 -0.369569 -0.600303 -0.4 -1.5 -0.9 -0.71
C 1.615154 -0.664923 -0.967305 0.8 0.5 1.2 0.68
N -1.579690 0.345656 1.377489 -0.1 -0.2 1.4 -0.62
H -3.609940 -0.207647 -1.150051 0.1 0.6 0.2 0.23
H 3.331280 2.007697 -0.592671 0.1 0.1 0.0 0.20
H -1.815529 0.076463 -1.059869 0.1 0.6 -0.1 0.23
```
Positions in Å, forces in eV/Å.

As for the HOMO-LUMO gap: 9.349 eV. The spin multiplicity is 1. Its SMILES is CNC(C)=O.CNC(C)=O. For the HOMO energy, the calculation gives -8.79 eV.


(3)
Formula: C28H26N3O2RuS3
Source: OMol25
Level of theory: ωB97M-V with the def2-TZVPD basis set

Geometry as XYZ:
```
63
Properties=species:S:1:pos:R:3:forces:R:3:nbo_charge:R:1
H -4.912394 4.695665 0.054814 0.0 0.0 0.0 0.23
N -0.826281 -2.383775 0.902518 0.0 0.0 0.0 -0.37
C 2.454738 -0.679154 1.411358 0.0 0.0 0.0 -0.12
Ru -1.282176 1.658398 0.256089 -0.2 -0.1 0.1 0.61
H -1.626963 -0.346733 3.147057 0.0 0.0 0.0 0.47
C 0.353553 4.339517 -6.064818 0.0 0.0 0.0 -0.16
C -5.403564 3.159081 -1.352265 0.0 0.0 0.0 -0.17
C 1.388435 3.618179 -5.487826 0.0 0.0 0.0 -0.21
C -0.865614 4.461710 -5.406788 0.0 0.0 0.0 -0.21
H 2.010418 2.459532 -3.796036 0.0 0.0 0.0 0.22
H 3.669170 -7.246221 3.128882 0.0 0.0 0.0 0.25
H -1.021086 -2.823684 3.972962 0.0 0.0 0.0 0.22
H 4.928397 -6.565894 4.176761 0.0 0.0 0.0 0.23
N -1.170493 2.934215 1.646449 0.0 0.0 0.0 -0.86
C -0.148007 2.467426 -2.292458 0.0 0.0 0.0 -0.12
O 2.383497 -4.780466 3.167098 0.0 0.0 0.0 -0.58
C -2.661865 2.724812 -1.556874 0.0 -0.1 0.0 -0.20
H -3.173737 1.163791 -2.950553 0.0 0.0 0.0 0.22
S 4.945698 -4.138586 2.973062 0.0 0.0 0.0 0.24
C 1.203187 3.018217 -4.254202 0.0 0.0 0.0 -0.17
C 3.854564 -2.595337 0.984058 0.0 0.0 0.0 -0.20
H 0.754227 2.001102 -1.908311 0.0 0.0 0.0 0.24
C 3.879199 -6.500324 3.896609 0.0 0.0 0.0 -0.72
C 0.374182 0.773206 0.717654 0.2 0.2 -0.2 -0.18
H 0.392643 -1.788841 3.705635 0.0 0.0 0.0 0.23
C -4.533142 3.924638 -0.601962 0.0 0.0 0.0 -0.19
H -1.667486 5.031603 -5.856418 0.0 0.0 0.0 0.23
H 0.970100 -3.056535 1.790355 0.0 0.0 0.0 0.24
C -3.158993 3.715951 -0.701380 0.0 0.0 0.0 -0.19
S -1.317255 2.807697 3.131033 0.0 0.0 0.0 1.46
H 0.496361 4.812844 -7.027112 0.0 0.0 0.0 0.23
N -1.351974 -1.202214 2.670092 0.0 0.0 0.0 -0.56
H -5.605939 1.575708 -2.795117 0.0 0.0 0.0 0.23
C -1.236444 2.380935 -1.514819 0.0 0.0 0.0 -0.05
H 4.275028 -3.318069 0.297295 0.0 0.0 0.0 0.23
C 4.095410 -2.718585 2.346770 0.0 0.0 0.0 -0.20
S -2.456521 -0.225544 0.405649 0.0 0.0 0.0 0.08
C 3.593233 -1.772760 3.232549 0.0 0.0 0.0 -0.14
H -0.427127 -4.103271 2.060028 0.0 0.0 0.0 0.23
C -0.478505 -2.238016 3.233790 0.0 0.0 0.0 -0.23
C 1.413746 0.206697 0.980677 -0.1 -0.1 0.1 -0.12
C -0.100932 -3.066800 1.990671 0.0 0.0 0.0 -0.23
C -1.446601 -1.318733 1.361952 0.0 0.0 0.0 0.42
C -3.562522 1.938896 -2.301758 0.0 0.0 0.0 -0.13
H -1.285767 -2.179918 -1.117618 0.0 0.0 0.0 0.23
H 2.825347 -1.492694 -0.540361 0.0 0.0 0.0 0.22
C -4.916353 2.168871 -2.209550 0.0 0.0 0.0 -0.21
H 3.246543 -6.711389 4.757189 0.0 0.0 0.0 0.25
H -0.797902 -3.809293 -0.610989 0.0 0.0 0.0 0.22
C 3.042100 -1.576356 0.516912 0.0 0.0 0.0 -0.19
C -0.609677 -2.744379 -0.481792 0.0 0.0 0.0 -0.41
O -1.713519 1.508746 3.675673 0.0 0.0 0.0 -0.94
C -1.055013 3.860965 -4.176841 0.0 0.0 0.0 -0.19
H -6.469700 3.327230 -1.278399 0.0 0.0 0.0 0.23
H 3.813611 -1.857501 4.288492 0.0 0.0 0.0 0.23
C 3.515657 -5.148228 3.347211 0.0 0.0 0.0 0.44
H -2.469411 4.341927 -0.149870 0.0 0.0 0.0 0.24
H 2.358022 -0.033902 3.455979 0.0 0.0 0.0 0.23
H 2.338447 3.527540 -5.996566 0.0 0.0 0.0 0.23
C 2.780186 -0.755044 2.767964 0.0 0.0 0.0 -0.20
H 0.421385 -2.523411 -0.762677 0.0 0.0 0.0 0.22
C -0.020003 3.126421 -3.587340 0.0 0.0 0.0 -0.04
H -2.004119 3.970136 -3.670586 0.0 0.0 0.0 0.22
```
Positions in Å, forces in eV/Å.

As for the HOMO-LUMO gap: 6.378 eV. The spin multiplicity is 1. As for the total charge: +1. For the HOMO energy, the calculation gives -10.83 eV.


(4)
Formula: C4H12O
Source: OMol25
Level of theory: ωB97M-V with the def2-TZVPD basis set

Geometry as XYZ:
```
17
Properties=species:S:1:pos:R:3:forces:R:3:nbo_charge:R:1
H 0.721066 2.396084 1.768514 0.6 -0.5 -2.1 0.21
H -1.803347 -0.892271 -1.107155 -0.1 -0.6 0.4 0.22
C 1.077620 2.186528 0.680532 -1.9 0.2 -2.4 -0.63
H 1.873363 2.909649 0.353219 -0.4 -0.9 0.8 0.22
C 1.382817 0.640136 0.332459 1.0 2.0 2.7 -0.42
H -2.066193 0.142444 0.415840 -1.3 -0.2 0.6 0.21
C -1.503688 -0.105114 -0.438377 3.5 3.9 -1.7 -0.62
C 0.073313 -0.231518 0.152324 -0.1 -1.6 -3.4 -0.43
H 2.344194 0.568406 -0.312888 -2.4 -0.1 0.0 0.23
H -1.008923 -2.411518 -0.720017 0.0 0.9 0.3 0.46
O -0.970662 -3.230990 -1.190639 0.0 -0.6 -0.4 -0.93
H -0.321314 -0.631638 1.024941 0.9 -0.9 2.3 0.20
H -1.531087 0.788644 -1.123143 -0.3 -0.6 0.6 0.21
H -0.790303 -3.844042 -0.481366 0.1 -0.6 0.1 0.47
H 1.884370 0.314650 1.313012 -1.0 -0.2 -1.2 0.21
H 0.219036 2.450286 -0.146727 1.6 -0.2 2.4 0.20
H 0.419738 -1.049735 -0.520529 0.1 0.1 0.9 0.20
```
Positions in Å, forces in eV/Å.

As for the HOMO-LUMO gap: 11.265 eV. The spin multiplicity is 1. Its SMILES is CCCC.O. For the HOMO energy, the calculation gives -10.37 eV.


(5)
Formula: C6H9N
Source: OMol25
Level of theory: ωB97M-V with the def2-TZVPD basis set

Geometry as XYZ:
```
16
Properties=species:S:1:pos:R:3:forces:R:3:nbo_charge:R:1
H -1.113107 -0.310507 1.494752 -0.6 -1.0 2.2 0.26
C -1.627632 -0.510348 -1.026808 0.1 0.1 -0.1 -0.63
H -2.097467 -1.452166 -0.708571 0.3 0.3 0.1 0.23
C 0.656267 -0.969622 0.252142 0.1 -0.3 -0.2 -0.28
H 1.518396 -0.188055 -1.575905 0.2 0.0 0.2 0.20
H -0.278770 1.946859 1.546507 0.0 0.2 -0.3 0.20
N 0.428376 1.090823 -0.323952 0.4 0.3 -0.4 -0.41
C 1.494550 0.069097 -0.511470 0.7 -0.1 0.0 -0.21
H 1.446165 1.500555 1.547857 -0.3 -0.3 0.0 0.19
C 0.447555 1.227807 1.169837 -0.2 0.3 0.1 -0.23
H -2.407606 0.250032 -1.124591 0.2 0.0 0.2 0.22
H 2.482300 0.375110 -0.166945 0.2 -0.1 0.0 0.18
C -0.459032 -0.117031 -0.171032 -0.6 0.0 -0.7 0.16
H 0.735645 -2.047069 0.241162 0.0 0.1 -0.1 0.23
C -0.069077 -0.193153 1.340861 0.0 0.5 -1.1 -0.33
H -1.224591 -0.693649 -2.033503 -0.2 0.1 0.1 0.22
```
Positions in Å, forces in eV/Å.

As for the HOMO-LUMO gap: 9.448 eV. The spin multiplicity is 1. For the HOMO energy, the calculation gives -8.37 eV.


(6)
Formula: H3NOS2
Source: OMol25
Level of theory: ωB97M-V with the def2-TZVPD basis set

Geometry as XYZ:
```
7
Properties=species:S:1:pos:R:3:forces:R:3:nbo_charge:R:1
S 2.439161 0.625061 -0.565940 0.5 -1.8 0.0 1.08
H -1.781424 0.566593 -0.294465 0.7 -0.2 0.0 0.35
O 1.387078 1.421321 0.003419 -0.5 0.5 0.4 -0.83
N -1.376398 -0.344247 -0.035426 0.7 1.7 0.9 -1.07
S 2.504648 -1.221045 -0.063064 0.0 1.3 -0.3 -0.25
H -0.953593 -0.175500 0.922528 -0.9 -0.5 -1.5 0.37
H -2.219471 -0.872180 0.032948 -0.4 -1.0 0.6 0.35
```
Positions in Å, forces in eV/Å.

As for the HOMO-LUMO gap: 8.271 eV. The spin multiplicity is 1. For the HOMO energy, the calculation gives -10.00 eV.